Entry 1:
{
  "formula": "C28H41BrN2P2ReS",
  "method": "the ωB97M-V functional and the def2-TZVPD basis",
  "symbols": ["C", "C", "C", "C", "N", "C", "C", "C", "C", "C", "C", "C", "C", "C", "Re", "P", "H", "H", "H", "H", "H", "H", "H", "H", "C", "C", "H", "H", "H", "H", "H", "C", "C", "H", "H", "H", "H", "H", "C", "C", "H", "H", "H", "H", "H", "Br", "P", "C", "C", "H", "H", "H", "H", "H", "C", "C", "H", "H", "H", "H", "H", "C", "C", "H", "H", "H", "H", "H", "S", "C", "C", "N", "C", "H", "H", "H"],
  "coordinates": [[-1.8034, -4.5941, -0.8103], [-1.3746, -3.5803, -1.6876], [-2.3066, -3.0811, -2.6410], [-3.4616, -3.8399, -2.8475], [-3.7516, -4.9407, -2.1524], [-2.9360, -5.3300, -1.1795], [-0.0404, -3.1098, -1.4321], [1.0787, -3.0724, -0.8717], [2.1517, -2.1264, -1.0253], [2.7435, -1.2800, -0.0815], [3.5827, -0.2373, -0.4937], [2.9282, 0.0779, -1.9166], [2.9479, -0.8834, -2.9120], [2.6020, -2.1079, -2.3690], [2.2711, 1.2631, -0.6505], [-1.4002, 0.1208, 0.6677], [-2.1305, -2.1763, -3.2236], [-1.2073, -4.8843, 0.0584], [-4.1822, -3.5707, -3.6149], [-3.1502, -6.2583, -0.6528], [2.6643, -3.0042, -2.9842], [2.8328, -1.6136, 0.9137], [2.9935, -0.6146, -3.9633], [4.6734, -0.1314, -0.3885], [-1.9757, 1.4218, 1.8565], [-3.4685, 1.5357, 2.1426], [-1.6017, 2.3796, 1.4589], [-1.4122, 1.2158, 2.7813], [-3.5877, 2.3748, 2.8371], [-4.0695, 1.7578, 1.2532], [-3.8784, 0.6445, 2.6298], [-2.8346, -0.0992, -0.4849], [-3.8781, -1.1573, -0.1657], [-2.3568, -0.3295, -1.4545], [-3.2990, 0.8939, -0.5738], [-4.5577, -1.1929, -1.0264], [-3.4482, -2.1621, -0.0496], [-4.4789, -0.9107, 0.7214], [-1.3686, -1.4123, 1.6859], [-2.4025, -1.5287, 2.7951], [-0.3483, -1.4457, 2.1053], [-1.4492, -2.2306, 0.9549], [-2.2158, -2.4878, 3.2915], [-2.3086, -0.7325, 3.5444], [-3.4334, -1.5496, 2.4193], [3.2483, 2.3453, -2.9217], [-0.0240, 2.2835, -1.7919], [-1.7259, 2.9007, -1.5382], [-1.9730, 4.3697, -1.8888], [-1.9225, 2.7193, -0.4706], [-2.4138, 2.2496, -2.0970], [-3.0337, 4.6070, -1.7468], [-1.4097, 5.0356, -1.2297], [-1.7289, 4.5887, -2.9350], [0.9719, 3.7808, -1.2157], [1.4751, 4.6900, -2.3289], [1.9096, 3.4635, -0.6603], [0.3930, 4.3294, -0.4566], [2.2052, 5.4080, -1.9384], [2.0487, 4.0693, -3.0480], [0.6894, 5.1987, -2.8830], [-0.0792, 1.6095, -3.5363], [-0.6295, 2.5780, -4.5823], [-0.6850, 0.6884, -3.4553], [0.9372, 1.2841, -3.8014], [-0.4362, 2.1888, -5.5952], [-1.7195, 2.7201, -4.4981], [-0.1289, 3.5571, -4.5188], [2.3331, 0.6158, 4.0329], [1.8049, 2.1914, 3.4999], [1.4265, 2.1772, 2.1734], [1.7320, 0.9598, 1.5276], [1.9076, -0.0009, 2.5061], [1.8417, 3.0702, 4.1238], [0.9851, 2.9846, 1.5945], [1.9453, -1.0730, 2.3369]],
  "mulliken_spin": [0.057, 0.046, 0.030, -0.019, 0.064, -0.018, 0.153, 0.064, 0.042, 0.068, 0.111, -0.020, 0.089, -0.026, 1.506, 0.482, 0.007, 0.000, 0.000, 0.001, 0.002, 0.064, -0.004, -0.013, 0.094, 0.041, -0.004, 0.003, 0.007, -0.001, -0.001, 0.092, 0.038, 0.011, 0.001, 0.007, 0.001, -0.003, 0.094, 0.049, -0.007, -0.022, 0.007, 0.001, -0.004, 0.057, -0.096, -0.037, -0.021, 0.001, -0.001, -0.001, 0.001, 0.001, 0.002, -0.017, -0.015, 0.000, -0.003, 0.007, 0.004, -0.013, -0.011, 0.015, -0.005, -0.003, 0.001, 0.001, 0.015, -0.001, 0.013, -0.008, 0.026, 0.000, -0.001, -0.002],
  "charge": 4,
  "multiplicity": 4,
  "s2": 4.03,
  "homo_lumo_gap_ev": [4.5, 4.3]
}


Entry 2:
{
  "formula": "C28H41ClN7O3PtSe4",
  "method": "the ωB97M-V functional and the def2-TZVPD basis",
  "symbols": ["Pt", "C", "N", "C", "C", "N", "C", "C", "C", "C", "C", "C", "N", "C", "N", "C", "C", "N", "C", "C", "N", "C", "C", "H", "H", "H", "H", "H", "H", "H", "H", "H", "H", "H", "H", "H", "H", "H", "H", "H", "H", "H", "H", "H", "H", "H", "H", "H", "H", "H", "H", "Se", "Se", "Se", "Se", "C", "C", "C", "C", "Cl", "C", "C", "C", "O", "C", "C", "O", "O", "H", "H", "H", "H", "H", "H", "H", "H", "C", "C", "C", "N", "H", "H", "H", "H", "H"],
  "coordinates": [[10.1279, -11.9528, -7.8153], [8.9710, -15.5435, -4.9285], [9.5075, -14.9824, -6.2488], [8.5081, -14.5663, -7.1733], [10.8211, -14.6667, -6.3813], [11.2062, -13.6127, -7.1324], [12.4131, -13.6357, -7.8879], [12.9134, -14.8258, -8.4093], [14.0966, -14.8483, -9.1095], [14.7703, -13.6476, -9.3944], [14.1308, -12.4462, -9.0946], [12.9754, -12.4213, -8.3136], [12.2261, -11.2496, -8.0154], [12.8024, -10.0822, -7.6226], [12.1081, -8.9359, -7.6842], [12.3888, -7.7082, -6.8864], [11.0039, -8.7476, -8.6137], [14.0780, -10.0330, -7.0274], [14.5356, -11.0882, -6.1364], [15.0304, -9.0321, -7.4897], [11.7336, -15.5017, -5.7942], [13.0469, -15.0913, -5.3449], [11.4412, -16.9736, -5.8357], [8.4465, -16.4413, -5.1009], [8.4154, -14.7444, -4.4560], [9.8337, -15.6766, -4.2698], [7.6810, -15.2680, -7.1597], [8.9965, -14.4979, -8.1606], [8.1099, -13.5675, -6.9789], [12.4082, -15.7659, -8.2646], [14.5628, -15.7804, -9.4136], [15.7027, -13.6074, -9.9619], [14.5817, -11.5087, -9.4033], [13.0528, -7.8475, -6.0400], [11.3859, -7.3955, -6.5345], [12.8066, -6.9310, -7.5861], [10.9036, -9.6229, -9.2480], [11.1168, -7.8501, -9.2124], [10.0605, -8.6097, -8.0865], [13.6794, -11.5628, -5.6534], [15.2170, -10.6247, -5.3737], [15.1258, -11.8765, -6.6581], [14.7154, -8.5757, -8.3957], [15.9476, -9.5599, -7.7267], [15.2710, -8.1918, -6.7941], [13.0219, -14.0773, -4.9331], [13.7867, -15.1203, -6.1742], [13.3940, -15.7914, -4.5229], [10.6862, -17.0595, -6.5757], [11.1050, -17.4548, -4.9051], [12.3843, -17.4456, -6.1296], [11.1964, -12.0462, -3.8140], [11.3392, -9.9166, -4.1723], [9.0146, -9.3987, -4.5582], [8.5056, -10.7954, -6.2571], [8.4797, -6.7337, -9.8676], [7.5652, -7.2541, -8.7497], [7.5218, -6.6397, -7.4982], [6.7128, -7.1581, -6.5045], [6.8097, -6.3724, -4.9546], [5.8816, -8.2267, -6.7061], [6.0413, -8.9324, -7.8942], [6.8299, -8.4278, -8.9148], [6.9279, -9.0563, -10.1127], [6.7535, -10.4602, -10.1365], [7.8323, -11.2132, -9.3232], [7.5028, -12.2185, -8.6840], [8.9929, -10.7073, -9.2607], [9.2731, -6.1619, -9.4183], [7.9083, -6.1369, -10.5628], [8.8091, -7.5864, -10.4085], [8.0938, -5.7717, -7.2565], [5.0901, -8.5183, -6.0404], [5.4378, -9.8112, -8.1055], [6.8845, -10.7202, -11.1744], [5.7980, -10.7350, -9.7917], [6.8944, -15.9110, -10.3628], [8.1607, -16.3087, -11.2346], [9.3540, -16.3643, -10.4263], [10.2998, -16.4349, -9.7799], [6.1081, -15.7558, -11.1017], [7.0186, -15.0118, -9.6857], [6.6775, -16.7990, -9.7576], [8.3351, -15.4990, -11.9470], [7.9854, -17.2806, -11.6992]],
  "mulliken_spin": [1.343, -0.001, -0.018, 0.047, 0.023, 0.052, 0.031, -0.006, 0.003, 0.006, 0.012, -0.001, 0.173, -0.023, 0.019, 0.003, 0.005, 0.017, -0.006, -0.001, 0.014, 0.009, 0.000, 0.000, 0.005, 0.000, 0.010, -0.007, -0.008, -0.002, 0.000, 0.000, 0.000, -0.003, 0.005, 0.002, 0.006, 0.001, 0.001, 0.010, 0.000, 0.001, 0.001, 0.000, 0.001, -0.004, 0.000, 0.001, 0.000, 0.000, 0.000, 0.738, 0.282, 0.248, 0.856, -0.001, 0.003, -0.005, 0.008, 0.001, 0.004, 0.009, 0.011, 0.003, 0.001, 0.004, 0.041, 0.085, 0.000, 0.000, 0.001, -0.002, 0.000, -0.004, 0.000, 0.001, 0.000, 0.000, 0.001, -0.001, 0.000, 0.000, 0.000, 0.000, 0.000],
  "charge": 1,
  "multiplicity": 5,
  "s2": 6.02,
  "homo_lumo_gap_ev": [7.1, 5.2]
}


Entry 3:
{
  "formula": "C28H41N4O2PdSSb",
  "method": "the ωB97M-V functional and the def2-TZVPD basis",
  "symbols": ["Pd", "O", "C", "C", "C", "C", "N", "C", "C", "C", "C", "C", "C", "O", "C", "C", "N", "H", "H", "H", "H", "H", "H", "H", "H", "H", "H", "H", "H", "C", "C", "C", "Sb", "C", "C", "C", "C", "C", "C", "H", "H", "H", "H", "H", "H", "H", "H", "H", "H", "H", "H", "H", "H", "H", "H", "H", "H", "H", "H", "H", "N", "C", "S", "N", "C", "C", "C", "C", "C", "C", "H", "H", "H", "H", "H", "H", "H", "H"],
  "coordinates": [[-0.4851, -0.1975, 1.5043], [-5.9342, -3.1769, -2.3291], [-4.9520, -3.9401, -1.6555], [-3.9791, -3.0229, -0.9681], [-2.9581, -3.5493, -0.1879], [-2.0775, -2.6806, 0.4226], [-2.1455, -1.3542, 0.2982], [-3.1418, -0.8392, -0.4244], [-4.0722, -1.6483, -1.0745], [-3.2471, 0.6514, -0.4770], [-4.1341, 1.2933, -1.3349], [-4.2155, 2.6783, -1.3225], [-5.1755, 3.3949, -2.2404], [-5.2764, 2.7910, -3.5184], [-3.4008, 3.3721, -0.4416], [-2.5398, 2.6489, 0.3689], [-2.4518, 1.3277, 0.3502], [-6.5335, -3.7740, -2.7844], [-4.3968, -4.5736, -2.3567], [-5.4071, -4.5961, -0.9052], [-2.8500, -4.6178, -0.0473], [-1.2817, -3.0494, 1.0558], [-4.8820, -1.2247, -1.6465], [-4.7526, 0.7422, -2.0286], [-4.8944, 4.4498, -2.3159], [-6.1810, 3.3539, -1.8187], [-4.4070, 2.8035, -3.9325], [-3.4220, 4.4538, -0.3936], [-1.8749, 3.1638, 1.0553], [3.9965, 1.1845, 0.3476], [3.5033, -0.0558, -0.3881], [4.1954, -1.3126, 0.1282], [1.3380, -0.2245, -0.3136], [1.1011, -1.9707, -1.5847], [1.9890, -1.9582, -2.8242], [1.2480, -3.2735, -0.8001], [0.9597, 1.2718, -1.8463], [0.8280, 2.6469, -1.1982], [-0.2975, 0.9291, -2.6396], [5.0862, 1.2564, 0.2718], [3.7483, 1.1457, 1.4100], [3.5784, 2.1031, -0.0666], [3.7118, 0.0557, -1.4566], [3.8975, -1.5351, 1.1538], [5.2812, -1.1689, 0.1318], [3.9799, -2.1847, -0.4877], [0.0538, -1.8792, -1.8912], [3.0440, -2.0465, -2.5562], [1.8714, -1.0436, -3.4079], [1.7502, -2.8030, -3.4787], [2.2872, -3.4694, -0.5338], [0.9002, -4.1229, -1.3975], [0.6742, -3.2537, 0.1264], [1.8276, 1.2645, -2.5128], [0.0025, 2.6496, -0.4830], [0.6201, 3.4131, -1.9530], [1.7307, 2.9449, -0.6639], [-1.1567, 0.8187, -1.9735], [-0.1928, 0.0050, -3.2086], [-0.5323, 1.7303, -3.3491], [0.3591, 2.0234, 3.2743], [0.2520, 0.6101, 3.3730], [-1.2767, -0.0951, 3.7091], [1.3902, -0.0289, 3.9078], [2.7258, 0.3622, 3.8720], [3.6899, -0.6396, 3.7122], [5.0411, -0.3406, 3.7187], [5.4719, 0.9692, 3.8765], [4.5229, 1.9650, 4.0578], [3.1657, 1.6766, 4.0693], [-0.5450, 2.3830, 3.0033], [1.0519, 2.2946, 2.5855], [1.2540, -1.0267, 3.9100], [3.3628, -1.6654, 3.5800], [5.7614, -1.1385, 3.5863], [6.5274, 1.2062, 3.8739], [4.8390, 2.9895, 4.2121], [2.4509, 2.4580, 4.2719]],
  "nbo_charge": [0.171, -0.717, -0.086, 0.018, -0.252, 0.057, -0.482, 0.264, -0.259, 0.158, -0.237, -0.003, -0.087, -0.705, -0.249, 0.055, -0.425, 0.479, 0.180, 0.181, 0.220, 0.211, 0.239, 0.231, 0.171, 0.199, 0.468, 0.220, 0.193, -0.617, -0.518, -0.627, 1.115, -0.530, -0.625, -0.621, -0.531, -0.624, -0.616, 0.206, 0.218, 0.199, 0.205, 0.213, 0.207, 0.202, 0.213, 0.203, 0.208, 0.206, 0.203, 0.202, 0.211, 0.205, 0.208, 0.202, 0.206, 0.203, 0.207, 0.200, -0.855, 0.135, -0.237, -0.620, 0.157, -0.271, -0.183, -0.262, -0.205, -0.236, 0.385, 0.371, 0.401, 0.208, 0.211, 0.212, 0.211, 0.231],
  "de_lowest_kcal_mol": 0.0,
  "homo_lumo_gap_ev": 6.5
}


no.,electronic energy (eV)
1,-134213.4928
2,-323421.4232
3,-60609.7061